Molecular formula: C88H194F36N16O4P8
Method: DFT, ωB97M-V with the def2-TZVPD basis set

Calculated values
Net charge ... +6
E_LUMO ... -10.480 eV
Highest occupied orbital energy ... -17.5518 eV
Total energy ... -298555.0439 eV
Orbital gap ... 0.260 Eh

Geometry as XYZ:
```
346
Properties=species:S:1:pos:R:3:mulliken_charge:R:1
H 2.451 -2.038 6.241 0.543
C 5.485 -3.631 -1.211 1.657
H 5.279 -1.237 -5.499 0.384
H -0.020 -4.799 8.888 0.360
H -5.420 -3.302 -4.021 -0.346
C -1.909 3.447 4.741 0.725
H -2.826 4.952 -3.880 0.431
C 5.711 -4.748 -2.226 -0.616
C -3.684 -4.341 -7.405 -0.343
C -0.829 -3.960 6.377 -1.781
O 6.970 -4.537 -2.879 -0.538
H -3.466 -2.710 4.455 0.058
H -5.564 -3.843 -8.497 0.482
H -1.508 -4.176 -5.329 0.131
N 3.713 0.101 -6.424 0.351
C 1.954 3.865 2.705 0.973
H 1.822 6.775 -3.911 0.029
H -1.753 5.871 -2.681 0.359
F -2.561 -4.886 -1.753 -0.525
H -10.087 -1.718 3.660 0.438
H 5.030 -0.801 -7.897 0.395
F 4.640 0.466 0.900 -0.444
F 3.069 -5.252 2.594 -0.520
H -2.217 3.934 3.817 -0.126
H -0.452 -1.149 1.953 -0.803
H 0.803 -7.066 10.999 0.358
H 7.812 7.305 -5.160 0.396
H -0.309 -3.750 -0.684 -0.039
H -1.414 -5.110 2.225 0.002
H -2.319 -4.739 5.016 0.739
P 2.667 -5.105 -5.382 1.331
C 0.054 4.748 7.921 -0.815
H 1.703 0.655 -7.016 0.462
H -5.131 -0.110 5.033 0.477
H 5.464 7.048 -5.925 0.462
F -2.165 0.603 2.511 0.402
F -5.308 1.504 1.857 -0.341
H -2.587 -0.361 5.009 0.019
H 3.564 -1.744 -7.527 0.282
C 0.909 4.138 -4.354 -0.909
H -1.454 -10.405 -0.579 0.558
H 4.208 11.003 -4.729 0.183
F -1.962 -6.200 -3.402 -0.403
C 3.307 7.475 -1.665 -0.686
C 4.810 0.004 -4.032 0.060
H 0.613 -7.519 -1.666 0.242
F -2.507 2.270 -5.012 -0.376
H -3.529 6.739 -1.012 0.444
H -5.119 -1.256 -9.845 0.360
H 1.559 -7.587 6.549 0.286
C -1.002 -7.372 0.366 -0.621
H -0.235 6.149 1.846 0.568
N -6.717 -1.205 5.793 0.110
H -6.320 5.083 1.374 0.362
H 1.326 0.467 4.759 0.014
C 3.968 -0.741 -7.662 -0.841
H 1.162 3.501 -0.806 -1.034
H -7.877 -4.223 -3.478 0.410
H -0.441 5.713 8.024 0.382
H 2.769 4.242 -3.258 -1.013
N 0.786 4.230 1.989 2.035
H 4.626 7.249 -0.038 0.565
H 3.695 -1.567 -5.099 0.338
H -0.377 4.405 -0.860 0.650
C -2.819 -2.283 -7.738 -0.421
H -4.002 -0.292 -8.855 0.283
H -0.426 -0.101 -2.894 -0.021
H 2.472 -5.542 7.307 0.613
H 2.879 3.259 -4.557 -1.699
H 4.041 1.970 -7.596 0.400
H -1.658 3.115 8.749 0.471
C -2.364 -5.643 2.191 -0.585
C -6.318 -2.922 -1.281 -0.590
C 3.794 6.678 -0.450 -0.410
C 0.092 -1.048 -2.741 -0.632
H 3.070 -7.018 3.933 -0.151
C 6.384 8.919 -5.469 -0.391
H 0.470 -6.409 8.599 0.401
H 0.040 -1.664 -3.639 0.282
H 0.431 2.287 7.891 0.593
H -3.756 -5.354 -7.037 0.553
H 1.694 -0.781 -6.029 0.283
C 4.439 7.736 -2.749 -0.774
C 3.013 5.390 -5.086 -0.685
H 0.671 -0.565 -0.309 -0.076
F -3.486 -4.393 -3.729 -0.472
H 4.094 2.121 -5.731 -0.281
C -0.722 -1.766 1.097 0.194
H 2.186 -4.433 10.275 0.386
H 1.063 4.897 7.535 0.325
O -1.091 2.468 4.250 1.262
H 8.008 -2.728 -1.453 0.282
N -6.038 -2.200 -2.440 0.576
C 2.558 12.063 -4.085 -0.929
H -2.856 -5.383 1.254 0.334
C 1.545 -7.439 5.470 -1.280
H 0.419 3.307 -3.847 0.339
H 4.603 -3.802 -0.595 -0.698
H 3.446 -0.207 -8.456 0.438
H -6.161 6.633 0.660 0.396
H 1.921 0.726 -5.221 0.080
F 3.732 -6.056 0.441 -0.425
H -5.128 -1.228 7.238 0.303
H -2.690 2.911 5.280 -0.078
H 4.092 5.422 -4.935 0.568
H -0.396 2.714 -0.804 0.155
P 3.739 8.019 -4.423 0.427
F -3.999 1.424 3.776 -0.408
C -0.348 -0.940 -0.208 0.264
H 2.685 1.005 3.937 0.438
C -8.003 -1.504 5.364 -0.274
H -1.667 5.221 5.881 0.452
F 1.952 -6.995 1.435 -0.347
C 2.450 5.030 3.416 -1.971
H 1.884 -6.061 11.983 0.407
H 3.981 10.893 -2.955 0.282
H -3.187 -2.800 6.228 0.256
F -4.835 -5.238 -2.183 -0.274
H -6.764 -1.844 7.759 0.410
H -0.629 -6.362 0.284 0.374
C -4.958 3.828 -0.525 -1.278
H 4.583 4.824 -0.002 0.368
F 3.938 -4.192 -5.804 -0.363
F -3.375 0.788 0.665 -0.287
H 2.082 7.670 4.296 0.339
C 5.076 8.043 -5.707 -0.917
H -2.520 4.446 7.968 0.414
H -2.603 2.693 7.347 0.226
H -1.670 -1.044 6.320 0.853
H -0.440 -6.666 5.571 0.964
C 4.344 1.561 -6.632 -0.369
H 5.692 0.598 -4.271 0.344
H -5.467 -0.186 0.118 0.708
H 2.188 2.811 2.671 -0.225
H 3.999 -8.974 4.550 0.390
H 5.164 -2.101 1.050 0.136
N 1.591 6.063 3.054 0.377
H 2.695 5.183 -6.108 0.314
H -2.215 -1.396 -7.859 0.490
H 7.508 -5.330 -2.921 0.340
C 0.509 -6.293 5.186 0.154
C 4.009 -8.325 5.425 -1.522
C 1.662 -4.837 7.496 -1.172
H -6.418 -1.495 1.752 -0.009
P 0.835 -4.676 6.011 0.344
H -0.729 -2.977 -6.375 0.054
H 3.292 5.263 4.051 0.603
F 3.642 -6.079 -4.510 -0.375
H 5.542 -5.732 -1.789 0.439
H -6.957 0.517 3.041 1.048
H 1.288 -3.517 3.853 -0.719
H -2.578 -1.155 -2.033 -0.700
C -2.015 3.496 7.792 -0.834
C 1.493 12.401 -2.948 -1.196
N 6.548 -3.449 -0.089 0.220
C -9.392 -0.962 3.295 -0.167
C -2.087 -9.153 1.135 -0.499
H -0.122 4.697 5.230 0.446
H -3.048 -5.243 2.939 0.526
H -1.945 -2.593 -2.832 0.492
H -3.740 2.670 -1.987 1.144
H 3.205 4.654 -1.112 -0.494
C -2.239 -7.085 2.525 -0.925
H 5.484 -2.662 -1.712 -0.390
H 0.466 -9.272 -1.933 0.389
H 3.569 -1.354 3.887 0.612
H 2.889 0.368 5.601 0.549
H 1.860 7.159 -5.597 0.786
H -5.323 -2.782 1.737 0.121
C -4.726 -1.106 -8.839 -0.390
H 2.779 -4.063 4.586 0.915
H 0.094 2.376 1.505 -0.196
H 0.933 8.119 2.960 0.376
H -4.004 6.962 1.628 0.356
H -3.136 -7.468 3.012 0.579
P -3.742 1.124 2.230 0.760
C -0.088 -8.347 -1.779 -0.715
H 8.686 -2.889 0.239 0.363
H -10.400 0.869 4.062 0.343
H -8.728 -2.106 5.892 0.453
H 1.159 13.432 -3.069 0.385
H 8.133 9.864 -3.804 0.316
H 4.961 8.637 -2.427 0.761
F -3.729 -0.762 -5.141 -0.448
H -2.728 -9.745 1.771 0.569
H 8.278 -4.335 -0.724 0.435
C -7.051 -0.120 3.909 -1.243
F -1.559 0.255 -5.071 -0.402
H -0.307 1.583 6.417 -0.029
N -4.093 -2.307 -8.291 0.267
N -4.827 5.134 -0.115 0.273
H -0.752 -8.093 -2.605 0.181
H -10.934 0.276 2.481 0.403
N -0.742 3.773 7.054 0.053
N -5.923 -2.196 -0.192 0.683
P -3.405 -5.727 -2.816 1.591
H -5.614 -2.802 6.732 0.333
C 1.775 -5.396 9.970 -0.406
C 4.350 -0.713 -5.271 -0.701
H 0.553 5.039 -3.854 0.050
C -2.726 -2.642 5.253 -1.056
H -8.446 -2.614 -3.624 0.413
C 2.530 -1.237 4.196 0.473
H -1.372 -4.701 6.963 0.844
O 3.690 0.634 -3.448 0.244
H 3.201 12.928 -4.250 0.474
H -5.591 3.118 -0.014 0.775
C -0.044 3.386 1.119 0.162
F 0.997 -4.933 1.825 -0.734
H 5.198 -0.708 -3.303 -0.267
H 2.574 7.902 2.573 0.304
H 1.960 12.009 -4.994 0.363
H 0.601 11.780 -2.867 0.309
C -6.008 -1.815 6.974 -0.839
C -4.627 6.211 2.115 -0.736
F 2.907 -6.008 -6.748 -0.398
C 8.655 9.058 -4.320 -1.403
H 5.000 -7.880 5.511 0.383
H 1.077 2.685 6.376 0.328
H -1.594 4.168 -2.909 -0.045
F -3.125 0.713 -3.471 -0.386
C 8.021 -3.295 -0.522 -0.852
H 1.818 9.427 -3.663 0.567
H 6.062 9.757 -4.851 -0.001
H -7.109 -3.044 1.416 0.587
C -7.667 -3.283 -3.990 -1.516
F 2.416 -4.131 -4.113 -0.325
H -6.780 -3.895 -1.206 0.414
H 9.192 9.590 -5.106 0.340
C -1.504 -9.472 -0.037 -0.685
C -2.328 4.974 -2.911 -0.646
H 2.464 6.865 -1.989 0.001
H -5.440 -0.184 -2.740 0.870
H 1.919 -1.284 3.294 -0.407
C -1.373 -3.856 -6.362 -0.737
C 1.805 -3.625 4.806 0.641
H 5.070 6.862 -2.914 0.560
H 1.169 -0.971 -2.593 0.311
C -5.576 -0.986 -0.599 -0.758
C 1.804 7.533 3.251 -0.912
H 0.442 -6.048 4.126 -0.792
H 0.968 -1.725 5.489 -0.052
C 1.144 -6.047 11.183 -1.442
F 2.920 -3.925 0.909 -0.221
F -4.630 1.343 -5.121 -0.448
F 2.293 0.375 1.057 -0.442
H 3.363 -6.233 5.404 0.066
H -8.955 -1.273 2.346 0.071
C -4.046 3.590 -1.510 -0.768
C -5.946 -0.768 -7.990 -1.005
C 2.684 9.606 -4.300 -1.206
H 5.431 1.481 -6.637 0.384
H 7.507 -4.320 1.615 0.437
C 2.164 0.196 -6.142 -0.724
F -4.075 -0.409 2.496 -0.418
C 6.218 -2.131 0.777 -0.912
C 3.020 -7.189 5.008 0.764
H -1.074 3.656 1.352 -0.265
C 2.384 0.232 4.644 -1.508
C 0.124 2.478 6.863 -0.657
H -6.682 -1.568 -8.070 0.433
C -10.071 0.396 3.136 -1.163
C -2.052 -2.096 -1.868 0.127
H -0.789 -4.583 -6.929 0.504
H 1.201 -2.669 -1.170 0.509
H 6.968 7.820 -3.820 -0.035
H -1.486 -7.122 3.312 0.181
H -5.842 -0.525 -6.932 0.080
F 2.160 1.408 -1.021 -0.182
C 4.087 5.249 -0.875 -0.393
C -3.923 5.734 -0.981 -0.268
H -0.150 -2.690 1.181 0.382
C -2.032 -1.248 5.312 -0.510
N -1.753 -7.865 1.387 0.484
P 3.410 0.963 -0.043 1.325
H -2.579 -2.596 -1.054 0.112
C -6.162 -0.397 4.886 -0.460
N -3.369 4.750 -1.827 0.360
H 1.368 -8.404 4.994 0.491
H -3.991 5.457 2.580 -0.041
H 0.296 -5.535 11.639 0.344
F 4.620 1.417 -1.106 -0.522
C 0.200 -3.059 -1.356 -1.420
C 2.475 6.774 -4.783 -0.724
F -4.170 -6.549 -4.049 -0.455
C 1.955 -2.137 5.276 -0.965
H 2.167 9.665 -5.258 0.740
H 2.023 -3.831 7.709 0.574
H -1.614 1.886 3.694 -0.684
C -1.051 4.344 5.678 -1.468
F 3.431 2.446 0.601 -0.294
C -4.580 -3.591 -8.130 -0.606
H 1.976 12.370 -1.972 0.318
H 6.806 9.323 -6.388 0.570
C -6.272 -2.650 -3.830 0.603
H 6.361 -1.275 0.118 0.407
C 0.576 5.577 2.273 -0.936
F 1.580 -5.379 -0.291 -0.424
H 4.772 5.145 -1.716 0.502
H -5.210 6.570 2.963 0.426
C -6.225 -2.434 1.232 -0.702
C -5.626 -0.970 -2.022 -1.163
H -6.361 0.118 -8.470 0.385
H 3.793 -8.664 6.438 0.376
H 4.963 -4.767 -3.018 0.033
C -5.572 5.778 0.991 -0.563
O -2.108 -1.932 1.066 0.684
H 4.507 8.419 -6.558 0.478
H -6.110 -1.826 -4.526 0.133
C 6.609 -4.543 1.039 -0.755
H -0.748 -3.068 6.997 0.607
C 0.871 -5.403 8.716 -0.821
H -1.125 -1.160 4.714 -0.253
P -3.095 0.771 -5.091 1.566
H 5.732 -4.534 1.687 0.132
C 0.151 3.567 -0.403 -0.051
H 0.084 4.309 8.918 0.433
F -3.203 2.601 1.983 -0.776
C 3.486 10.859 -3.925 -0.119
N -8.269 -0.848 4.175 0.355
H 3.086 6.562 0.370 -0.317
C 7.475 8.231 -4.693 -0.083
F 3.319 -0.565 -0.574 -0.231
H 2.640 -6.014 9.728 0.348
N -0.571 -1.750 -1.553 1.066
H 3.972 0.886 -2.566 -0.272
H 9.446 8.574 -3.747 0.358
C 2.409 4.205 -4.286 2.730
H -2.497 -1.055 1.104 -1.029
H 6.586 -5.503 0.524 0.409
H 6.889 -2.065 1.634 0.468
N -0.756 -8.420 -0.504 0.469
H -7.807 -3.526 -5.043 0.417
H 0.640 4.222 -5.406 0.381
H -9.346 1.070 2.679 0.298
H -1.281 -3.626 4.202 -0.640
C -1.779 -3.803 5.155 0.813
H 2.935 8.426 -1.283 0.464
F 1.332 -5.932 -5.036 -0.351
N -2.571 -3.541 -7.168 0.362
F -3.012 0.769 -6.705 -0.313
P 2.374 -5.438 1.133 1.929
H 0.074 -3.609 -2.289 0.684
F -3.268 -7.000 -1.805 -0.309
F 1.719 -4.139 -6.320 -0.390
H -1.066 -0.121 -0.262 0.010
```